The following is a DFT calculation (wB97M-V/def2-TZVPD) of a 2-piece molecular cluster, C3H3NO overall in a non-equilibrium geometry.

Geometry as ORCA input:
```
! RIJCOSX wB97M-V def2-TZVPD def2/J DEFGRID3
* xyz 0 1
C -0.57871 -1.13548 0.73635
H -0.45681 -2.04800 1.23535
H -1.06104 -1.33157 -0.27829
C -0.14021 -0.03208 1.22359
H 0.01376 1.66045 -0.79266
N 1.27622 0.81874 -2.41175
O 0.33427 0.87464 1.82669
C 0.61252 1.19332 -1.53929
*
```

Total energy: -246.0330 a.u.
HOMO level: -0.3627 Eh
SMILES: C=C=O.C#N
Energy relative to the best compared isomer or geometry (same formula, charge and spin): 36.7 kcal/mol



The following is a DFT calculation (wB97M-V/def2-TZVPD) of C15H16Br2MoN3O4S6 as an isolated structure.

Geometry as ORCA input:
```
! RIJCOSX wB97M-V def2-TZVPD def2/J DEFGRID3
* xyz 1 3
C -2.17386 0.60157 -2.52931
H -3.17954 -2.00991 2.13307
C -3.50314 0.94409 -2.43915
C -3.33837 -2.89363 1.51447
C -4.12265 0.97307 -1.19504
C -1.14830 0.02337 0.93078
C 2.49188 -1.23104 -4.71141
C 2.77059 1.80880 0.20147
H 3.21921 1.61298 3.08412
C -3.35655 0.67646 -0.06821
C -5.63719 1.32579 -1.05083
O -1.54550 -0.07248 2.06837
H -4.28366 -2.80336 0.98317
S 1.82608 -3.11318 4.52426
C 1.10108 -3.06872 3.07582
Br 3.75399 -1.59228 -3.34173
C 0.60953 -2.88637 0.53701
C 2.27654 1.94737 2.65657
H 5.44550 3.72785 0.75429
H -1.66673 0.55069 -3.48432
H 2.85048 -0.43623 -5.35472
H -4.09914 1.16739 -3.31395
S -0.62592 -3.16427 2.86151
H 1.46080 1.51565 3.23115
H 2.19582 3.03009 2.72195
Br 0.74592 -0.60854 -4.02665
H -3.34322 -3.80691 2.10633
H 4.21401 2.68931 -0.79421
C -0.64240 -3.02855 1.15513
N 3.85562 2.56905 0.14098
S -2.07301 -2.96550 0.23255
Mo 0.53089 -0.35244 -1.44224
O 0.11055 -0.16006 0.58370
S 2.25318 1.24622 -1.40046
N -1.43583 0.28397 -1.44623
H -3.81422 0.72793 0.91120
O -5.97502 1.48878 0.12596
O -6.24345 1.27974 -2.12317
C -2.03863 0.33868 -0.22751
H 2.26947 -2.14192 -5.25399
H 1.32359 0.84061 1.12614
C 4.69929 3.08725 1.21495
H 4.13284 3.68794 1.91921
H 5.20946 2.27794 1.73590
N 2.10340 1.49054 1.28081
S 1.95806 -2.91580 1.56995
S 0.83852 -2.66192 -1.17770
*
```

Total energy: -8651.5387 a.u.
HOMO level (alpha / beta): -0.3702 / -0.3702 Eh
Energy relative to the best compared isomer or geometry (same formula, charge and spin): 13.6 kcal/mol
Expectation value of S²: 2.0477



The following is a DFT calculation (wB97M-V/def2-TZVPD) of C39H45As3CdCl6OPSi as an isolated structure.

Geometry as ORCA input:
```
! RIJCOSX wB97M-V def2-TZVPD def2/J DEFGRID3
* xyz -1 1
H 2.88282 0.49546 -3.71400
C 4.41541 1.08214 1.30940
C 1.45604 4.07289 -0.90790
C -0.29699 3.91224 3.12813
H 1.10075 5.80102 -2.12883
C -1.42310 2.62953 5.31468
C -0.94040 2.69111 2.94869
C 6.19149 1.05708 -0.38210
H -3.09311 3.69415 2.24814
C 7.88756 -2.02514 -0.41141
H 3.27200 -1.02196 4.41090
C -5.66165 2.15627 0.71664
H 3.92084 1.95479 4.04426
H -3.19462 -2.00572 -1.37786
O -0.37029 -1.37556 -2.22140
H 5.26956 1.13699 1.99413
C -4.98597 1.05826 0.14191
C -0.47945 3.15567 0.21530
H -1.97476 1.08826 3.92725
H 8.37093 -1.08424 -0.67158
C 4.87067 0.37981 0.02155
C -1.48900 2.04898 4.06022
C -3.66058 -1.12149 -0.95220
Cl -1.10842 -3.63061 -3.95407
H 1.49385 2.33445 0.35776
H 4.14358 2.11505 1.06034
H -1.85820 2.12427 6.16797
H 0.27052 5.44546 4.51190
C -0.69746 5.09588 -1.19406
C -3.02221 -0.37793 -5.21855
H 6.05498 2.13499 -0.49284
Cl -1.10885 1.47300 -2.26456
H 4.15634 -1.59996 0.46324
H 4.01206 -1.85365 3.04885
As 2.03105 -0.19789 -1.40959
C -5.03277 -0.93057 -1.21279
C 3.89948 0.56683 -1.16640
H -1.32017 5.86158 -1.64024
H 5.86753 -3.89396 0.70098
H 6.32663 -4.63575 -0.84330
C 2.92088 1.83194 3.62342
H 0.14556 4.42018 2.28149
C -3.58123 0.88831 0.34887
H 3.55361 -1.93148 -2.52312
H 5.71026 -1.22340 1.21121
H 2.51500 4.03453 -1.13448
Si 0.61368 -3.06528 1.38025
H -6.74795 0.28478 -0.82879
C 0.88580 3.12666 -0.07135
C -3.60542 2.94626 1.65686
C -1.68680 0.25955 -3.35747
C 2.55566 -1.96288 -2.08319
C 3.87353 -0.87783 3.51172
H 8.47547 -2.83707 -0.84142
Cl 0.29348 -4.66014 2.75942
H -2.33351 4.16467 -0.17062
C -1.26862 4.14763 -0.35717
H -6.72808 2.26066 0.54756
C 0.66238 5.06346 -1.46818
C -1.18847 -1.05717 -3.15900
C 5.12137 -1.11147 0.29487
H 6.55418 0.65927 -1.33422
H 4.64408 -4.18035 -0.55001
C -5.68754 0.13020 -0.66138
H -5.51105 3.92166 1.90418
H 1.83083 -2.25921 -2.83839
As 2.88702 0.34845 2.32561
Cl -0.55222 -1.49371 2.59060
H 7.88555 -2.13467 0.67451
As 6.04952 -2.11927 -1.13258
C -2.91148 -0.24987 -0.19460
C -4.99001 3.07917 1.46566
H 6.95757 0.88234 0.37800
C -0.22726 4.49128 4.38837
C -2.90179 1.89412 1.11229
P -1.07461 1.82216 1.33600
Cl -4.16672 0.02630 -6.46772
H -5.56423 -1.63883 -1.83800
H 4.41561 0.19668 -2.05808
C -2.57533 -1.68402 -5.10141
C -1.67772 -2.00000 -4.10196
H 3.77573 1.64780 -1.30584
Cl -1.10882 -3.39474 0.11245
H 1.12075 0.27969 -3.74960
C -2.58232 0.60402 -4.34934
C 1.95318 0.67816 -3.17190
H -0.74132 4.31435 6.46217
C 5.68004 -3.89400 -0.37394
H 1.81060 1.75263 -3.05423
H -2.92610 1.62458 -4.44197
C -0.79514 3.85707 5.48208
Cd -0.79638 -0.68411 -0.04947
H 2.52066 -2.70102 -1.28181
H 4.84251 -0.46289 3.79631
H -2.91976 -2.45164 -5.77967
H 2.21708 1.62827 4.43072
H 2.62258 2.76458 3.14454
*
```

Total energy: -11855.6383 a.u.
HOMO level: -0.1849 Eh
Energy relative to the best compared isomer or geometry (same formula, charge and spin): 21.4 kcal/mol



The following is a DFT calculation (wB97M-V/def2-TZVPD) of C18H25N4OPd as an isolated structure.

Geometry as ORCA input:
```
! RIJCOSX wB97M-V def2-TZVPD def2/J DEFGRID3
* xyz -1 3
H -3.21302 2.57662 0.99519
H 5.74212 0.79056 1.51561
C -0.88861 1.27313 3.19079
C 2.17342 0.79679 1.01172
N -1.10730 -1.16604 -1.06356
H 2.83448 3.27612 3.50059
C -0.86342 -4.93967 2.04930
C -4.64533 -2.58379 -3.04543
C 5.36158 1.14933 2.47250
H 6.16844 1.66890 2.99806
H 4.99462 2.94194 0.43816
H -1.41577 0.33540 3.37659
C -2.86273 2.19561 1.95552
H 5.06099 0.28266 3.06144
H 4.49130 3.15283 4.12784
N -0.00970 -4.15618 2.68270
C 4.61253 3.28470 1.40031
H 5.39889 3.85197 1.90728
C 4.17131 2.09307 2.26038
N -1.60261 -5.68032 1.54789
C -2.90789 -0.81213 -2.58866
Pd 0.40268 -0.13604 0.57742
C -0.58223 3.18218 1.59674
C 3.68811 2.60820 3.62314
C -1.58110 -2.39236 -0.83868
C -2.71377 -2.88924 -1.45823
H -1.02827 -2.99507 -0.13050
H -5.04682 -1.83644 -3.72866
H -3.04399 -3.89336 -1.22397
H -3.40339 -0.13610 -3.27371
H -5.42037 -2.83030 -2.31832
H -4.43692 -3.49062 -3.61564
H 0.18226 1.05993 3.15049
H -3.08919 2.93685 2.72684
C -3.40527 -2.08791 -2.35823
H 0.48439 2.96139 1.53326
C -1.76792 -0.39418 -1.91948
H 3.37450 1.77886 4.25761
O -1.18393 0.99975 0.81292
C -1.36445 1.90189 1.88410
H -1.37599 0.60574 -2.06150
C 3.07305 1.37425 1.59334
H -1.07172 1.94914 4.03197
N 0.45658 -1.95056 1.70524
H 3.76871 3.94869 1.20999
C 0.21281 -2.99997 2.14409
H -0.90322 3.59885 0.63967
H -3.40783 1.27791 2.17944
H -0.74385 3.93382 2.37513
*
```

Total energy: -1122.9816 a.u.
HOMO level (alpha / beta): -0.1754 / -0.1912 Eh
Energy relative to the best compared isomer or geometry (same formula, charge and spin): 2.0 kcal/mol
Expectation value of S²: 2.0069